[1]
{"formula": "C9H12N2OS", "method": "ωB97M-V with the def2-TZVPD basis set", "orbital_gap_ev": 8.492, "total_energy_ev": -25388.1697, "smiles": "C(=N/N1CCOCC1)/c1cccs1", "de_lowest_kj_mol": 249.9, "homo_energy_ev": -8.2, "lumo_energy_ev": 0.28, "species": ["C", "N", "N", "C", "C", "O", "C", "C", "C", "C", "C", "C", "S", "H", "H", "H", "H", "H", "H", "H", "H", "H", "H", "H", "H"], "positions_angstrom": [[0.522, 2.110, -0.203], [0.832, 1.543, 0.917], [0.491, 0.192, 0.938], [1.045, -0.389, 2.150], [0.770, -1.851, 2.315], [-0.662, -2.120, 2.196], [-1.210, -1.503, 1.014], [-0.966, 0.006, 0.972], [0.251, 1.544, -1.518], [0.190, 0.242, -1.941], [-0.204, 0.123, -3.285], [-0.374, 1.356, -3.873], [-0.084, 2.627, -2.762], [0.663, 3.213, -0.071], [0.563, 0.187, 2.981], [2.139, -0.190, 2.221], [1.049, -2.249, 3.254], [1.279, -2.386, 1.465], [-2.258, -1.659, 0.993], [-0.719, -1.982, 0.163], [-1.452, 0.490, 0.130], [-1.437, 0.552, 1.843], [0.449, -0.493, -1.188], [-0.289, -0.836, -3.815], [-0.590, 1.475, -4.896]]}

[2]
{"formula": "C4H3FN2", "method": "ωB97M-V with the def2-TZVPD basis set", "orbital_gap_ev": 8.848, "total_energy_ev": -9892.3247, "smiles": "[H]/N=C1/N=CC=C1F", "de_lowest_kj_mol": 183.1, "homo_energy_ev": -9.9, "lumo_energy_ev": -1.06, "species": ["H", "N", "C", "N", "C", "C", "C", "F", "H", "H"], "positions_angstrom": [[1.527, -0.883, 2.096], [0.526, -1.187, 1.822], [0.193, -0.598, 0.771], [-1.093, -0.897, 0.255], [-1.295, -0.069, -0.715], [-0.179, 0.794, -1.050], [0.777, 0.429, -0.132], [1.986, 1.010, 0.013], [-2.295, -0.037, -1.182], [-0.148, 1.438, -1.877]]}

[3]
{"formula": "H3N2O2S", "method": "ωB97M-V with the def2-TZVPD basis set", "total_charge": -1, "orbital_gap_ev": 8.176, "total_energy_ev": -17959.5937, "smiles": "N=[S@@](N)(=O)[O-]", "de_lowest_kj_mol": 19.9, "homo_energy_ev": -3.9, "lumo_energy_ev": 4.27, "species": ["N", "S", "N", "O", "O", "H", "H", "H"], "positions_angstrom": [[0.392, 1.292, -0.141], [0.484, -0.241, -0.011], [-1.183, -0.665, 0.042], [1.095, -1.022, -1.124], [0.902, -0.777, 1.271], [1.281, 1.718, -0.455], [-1.253, -0.341, 0.957], [-1.719, 0.036, -0.539]]}

[4]
{"formula": "C5H11FN", "method": "ωB97M-V with the def2-TZVPD basis set", "total_charge": 1, "orbital_gap_ev": 11.750, "total_energy_ev": -9563.5276, "de_lowest_kj_mol": 111.9, "homo_energy_ev": -15.6, "lumo_energy_ev": -3.86, "species": ["C", "C", "C", "C", "C", "N", "F", "H", "H", "H", "H", "H", "H", "H", "H", "H", "H", "H"], "positions_angstrom": [[0.763, 1.464, -0.702], [1.536, 0.815, 0.446], [-0.088, 0.339, -1.067], [0.666, -0.286, 0.933], [-0.731, -1.860, -0.323], [-0.069, -0.604, -0.276], [-2.661, 0.898, 0.375], [0.175, 2.382, -0.233], [1.414, 1.921, -1.432], [2.536, 0.640, 0.028], [1.658, 1.580, 1.211], [-3.606, 0.907, 0.250], [-0.653, 0.440, -1.942], [1.211, -1.196, 1.244], [-0.124, 0.018, 1.570], [-1.226, -2.023, 0.776], [-1.439, -1.815, -1.075], [-0.042, -2.619, -0.474]]}

[5]
{"formula": "C4H13NO3", "method": "ωB97M-V with the def2-TZVPD basis set", "orbital_gap_ev": 10.510, "total_energy_ev": -11990.8001, "smiles": "N[C@H](CO)CCO.O", "de_lowest_kj_mol": 161.3, "homo_energy_ev": -9.8, "lumo_energy_ev": 0.67, "species": ["N", "C", "C", "O", "C", "C", "O", "H", "H", "H", "H", "H", "H", "H", "H", "H", "H", "H", "O", "H", "H"], "positions_angstrom": [[1.383, -0.271, -1.883], [0.587, -0.395, -0.655], [-0.188, -1.714, -0.752], [0.631, -2.759, -1.268], [-0.380, 0.756, -0.460], [0.275, 2.030, 0.040], [0.196, 2.164, 1.482], [1.999, 0.528, -1.788], [0.751, -0.135, -2.667], [1.326, -0.503, 0.148], [-1.025, -1.538, -1.441], [-0.468, -2.089, 0.226], [1.229, -2.389, -1.928], [-1.084, 0.451, 0.314], [-0.953, 0.985, -1.363], [-0.188, 2.973, -0.266], [1.332, 2.151, -0.231], [0.378, 1.305, 1.876], [-1.661, -0.665, 3.321], [-2.353, -0.051, 3.029], [-1.787, -0.834, 4.264]]}

[6]
{"formula": "C3H3Br4NO3", "method": "ωB97M-V with the def2-TZVPD basis set", "orbital_gap_ev": 8.650, "total_energy_ev": -290956.8247, "smiles": "O=[N+]([O-])/C(Br)=C(/Br)CBr.OBr", "de_lowest_kj_mol": 175.2, "homo_energy_ev": -9.8, "lumo_energy_ev": -1.13, "species": ["O", "N", "O", "C", "Br", "C", "Br", "C", "Br", "H", "H", "O", "Br", "H"], "positions_angstrom": [[0.333, -1.027, -1.656], [1.395, -0.440, -1.620], [2.414, -0.802, -2.149], [1.444, 0.804, -0.892], [3.130, 1.604, -0.999], [0.409, 1.372, -0.240], [0.716, 2.982, 0.693], [-0.958, 0.819, -0.082], [-0.961, -0.383, 1.479], [-1.682, 1.602, 0.137], [-1.270, 0.206, -0.929], [2.520, -0.594, 1.117], [4.265, -1.088, 1.074], [2.102, -1.062, 1.855]]}

[7]
{"formula": "C5H5N3", "method": "ωB97M-V with the def2-TZVPD basis set", "orbital_gap_ev": 10.824, "total_energy_ev": -9732.1262, "smiles": "N#C[C@H]1N=CN2C[C@H]12", "de_lowest_kj_mol": 324.4, "homo_energy_ev": -10.1, "lumo_energy_ev": 0.69, "species": ["N", "C", "C", "N", "C", "N", "C", "C", "H", "H", "H", "H", "H"], "positions_angstrom": [[-2.819, -0.957, 0.868], [-1.684, -0.545, 0.698], [-0.413, -0.143, 0.685], [0.440, -1.235, 0.212], [1.048, -0.858, -0.773], [1.127, 0.565, -1.195], [1.583, 1.557, -0.235], [0.103, 1.174, -0.249], [-0.258, 0.066, 1.828], [1.550, -1.474, -1.410], [2.096, 2.461, -0.537], [2.149, 1.200, 0.748], [-0.595, 2.024, -0.579]]}